Record 1
Formula: C3H4FP
Source: OMol25
Level of theory: wB97M-V/def2-TZVPD

The geometry in XYZ format:
```
9
Properties=species:S:1:pos:R:3:forces:R:3
C 0.408 -0.327 0.417 -3.3999 -1.0717 2.9057
C -1.014 -0.021 0.031 0.5351 2.1745 -0.3414
P -2.662 0.528 0.419 -0.0803 -1.6369 -1.4012
F -3.468 -0.893 -0.032 0.1580 1.1316 0.5907
C -1.517 0.706 -0.966 -0.6469 -1.6654 2.7463
H 0.889 -0.373 -0.455 2.4757 -0.5333 -3.1926
H 0.435 -1.246 1.016 0.4143 0.2018 -0.2747
H 0.765 0.491 1.000 0.3292 0.5802 0.5458
H -1.196 0.988 -1.910 0.2148 0.8192 -1.5787
```
Positions in Å, forces in eV/Å.

Its molecular weight is 90.037 g mol⁻¹. The value obtained for the gap between HOMO and LUMO is 10.756 eV. The value obtained for the total energy is -557.88181 hartree. The value obtained for the HOMO energy is -9.88 eV. As for the SMILES: CC1=P(F)=C1. Its LUMO energy is 0.87 eV. The energy above the lowest of the compared OMol25 structures with the same formula, charge and spin comes out at 0.6 kcal/mol.

---

Record 2
Formula: C3H4FeLiO2
Source: OMol25
Level of theory: wB97M-V/def2-TZVPD

The geometry in XYZ format:
```
11
Properties=species:S:1:pos:R:3:forces:R:3
O -0.644 1.174 0.935 1.6756 4.2711 0.2417
Li 0.836 -1.258 -0.040 0.7214 -0.8754 -0.3216
C -1.277 0.615 -0.122 1.3362 -0.3411 -2.7808
C -0.458 0.807 -1.210 -2.9903 -2.4457 -0.5706
H -2.273 0.221 0.074 0.3042 -0.7937 -0.4633
H -0.017 1.733 -1.583 0.8065 0.3252 0.6407
H -0.553 0.034 -1.979 -0.3310 0.7088 -0.5991
Fe -1.268 1.386 2.715 -0.2896 0.5521 1.0732
C 2.419 -2.900 0.389 0.7430 -0.6547 0.2889
O 3.205 -3.665 0.627 -0.9558 0.8912 -0.3344
H 0.031 1.852 0.194 -1.0201 -1.6378 2.8252
```
Positions in Å, forces in eV/Å.

Its molecular weight is 134.849 g mol⁻¹. Its expectation value of S² is 6.011. The value obtained for the gap between HOMO and LUMO (alpha / beta) is 7.565 / 6.125 eV. The value obtained for the total energy is -1537.01298 hartree. Its spin multiplicity is 5. Its charge is +3. The value obtained for the HOMO energy (alpha / beta) is -23.43 / -23.29 eV. Its LUMO energy (alpha / beta) is -15.87 / -17.16 eV.

---

Record 3
Formula: C3H4FeO5
Source: OMol25
Level of theory: wB97M-V/def2-TZVPD

The geometry in XYZ format:
```
13
Properties=species:S:1:pos:R:3:forces:R:3
C -1.846 -0.331 0.640 0.7529 -1.8138 -2.0667
C -1.792 0.244 -0.588 -0.7728 -0.4528 -0.5755
O -0.746 1.027 -1.085 0.7079 1.8712 -1.0406
C 0.510 0.626 -1.341 -1.6844 -5.3022 4.4644
O 1.377 1.441 -0.859 1.5786 3.2337 -1.3174
O 0.758 -0.593 -1.356 0.0936 1.2653 -1.9802
O -0.840 -0.878 1.280 2.9259 1.8950 0.5120
H -2.853 -0.693 0.914 0.4620 -0.0098 0.0691
H -2.418 -0.134 -1.395 -0.7048 0.8713 0.5194
H 0.660 -0.522 0.781 -1.2638 -0.7296 1.6670
O 2.030 -0.303 1.165 -1.2481 -0.0864 0.0136
H 2.457 -1.090 1.506 -0.2307 -0.2684 0.0543
Fe 2.704 1.205 0.337 -0.6163 -0.4734 -0.3193
```
Positions in Å, forces in eV/Å.

Its molecular weight is 175.905 g mol⁻¹. Its expectation value of S² is 6.013. The value obtained for the gap between HOMO and LUMO (alpha / beta) is 4.329 / 3.993 eV. The value obtained for the total energy is -1756.42430 hartree. Its spin multiplicity is 5. The value obtained for the HOMO energy (alpha / beta) is -6.75 / -6.74 eV. Its LUMO energy (alpha / beta) is -2.42 / -2.75 eV.

---

Record 4
Formula: C3H4GaLiO4
Source: OMol25
Level of theory: wB97M-V/def2-TZVPD

The geometry in XYZ format:
```
13
Properties=species:S:1:pos:R:3:forces:R:3
O -0.813 -0.299 0.973 1.3218 -0.9379 -0.6042
C -0.845 0.883 0.428 -3.7892 -4.9123 -2.7745
C -1.642 -1.244 0.073 -1.8596 0.2255 1.5336
O 0.191 1.488 0.135 -0.7689 4.2037 1.3682
O -1.952 1.055 -0.255 1.3500 2.1624 0.2442
C -2.481 -0.214 -0.700 -0.6281 -0.5281 0.4829
H -2.205 -1.831 0.807 -0.0303 0.3868 -0.1618
H -1.202 -1.996 -0.588 1.3972 0.7025 0.3853
H -3.543 -0.244 -0.441 0.2278 0.0189 -0.1666
H -2.330 -0.263 -1.784 -0.1150 0.1663 0.2832
O 2.430 -0.493 -0.585 0.6835 -0.2712 -0.3541
Ga 1.726 0.957 -0.312 1.5691 -0.6468 0.1247
Li 3.465 -1.343 -1.652 0.6415 -0.5697 -0.3609
```
Positions in Å, forces in eV/Å.

Its molecular weight is 180.725 g mol⁻¹. The value obtained for the gap between HOMO and LUMO is 8.683 eV. The value obtained for the total energy is -2349.30258 hartree. Its charge is +2. The value obtained for the HOMO energy is -19.60 eV. Its LUMO energy is -10.92 eV. The energy above the lowest of the compared OMol25 structures with the same formula, charge and spin comes out at 0.0 kcal/mol.

---

Question: What is the molecular weight in the second record?
Answer: 134.849 g mol⁻¹

---

Question: Look up the molecular weight of the fourth one.
Answer: 180.725 g mol⁻¹